Version w
Here is a 2-piece molecular cluster, C4H7NO overall from the Open Molecules 2025 dataset. Energies are from wB97M-V/def2-TZVPD.

```
13
C4H7NO | the Open Molecules 2025 dataset | wB97M-V/def2-TZVPD
C 0.700 1.268 1.300
C -0.412 0.387 1.558
C -0.189 -0.712 0.773
N 0.890 -0.407 -0.092
C 1.500 0.720 0.365
H 0.977 2.247 1.722
H -1.075 0.408 2.394
H -0.878 -1.496 0.470
H 0.778 -0.761 -1.020
H 2.449 1.051 -0.014
O -1.696 -0.905 -2.731
H -1.926 0.001 -2.247
H -2.575 -1.343 -2.790
```

The calculation puts the HOMO energy at -0.310 Eh. Its gap between HOMO and LUMO is 9.2 eV. As for the SMILES: c1cc[nH]c1.O.


Version x
Here is one molecule with the formula C4H7NO from the Open Molecules 2025 dataset. Energies are from wB97M-V/def2-TZVPD.

```
13
C4H7NO | the Open Molecules 2025 dataset | wB97M-V/def2-TZVPD
C -0.191 -0.792 1.325
C -0.132 0.664 0.959
C -0.417 1.198 -0.237
N -0.860 0.508 -1.383
C -0.059 -0.263 -1.989
O 1.218 -0.538 -1.672
H -1.059 -0.994 1.964
H 0.698 -1.092 1.892
H -0.268 -1.440 0.448
H 0.116 1.357 1.760
H -0.391 2.280 -0.364
H -0.368 -0.803 -2.883
H 1.434 -0.031 -0.870
```

The calculation puts the HOMO energy at -0.330 Eh. Its gap between HOMO and LUMO is 9.9 eV. As for the SMILES: C/C=C\N=C/O.


The least stable of them is version w.


Version w
Here is one molecule with the formula C4H7NO from the Open Molecules 2025 dataset. Energies are from wB97M-V/def2-TZVPD.

```
13
C4H7NO | the Open Molecules 2025 dataset | wB97M-V/def2-TZVPD
C 1.708 0.248 0.475
C 0.197 0.179 0.410
N -0.646 0.864 -0.613
C -1.592 -0.280 -0.637
C -0.387 -1.089 -0.205
O 0.078 -2.153 -0.500
H 2.090 1.247 0.701
H 2.171 -0.126 -0.443
H 2.017 -0.420 1.291
H -0.226 0.338 1.415
H -1.065 1.736 -0.308
H -2.087 -0.531 -1.576
H -2.322 -0.256 0.189
```

The calculation puts the HOMO energy at -0.355 Eh. Its gap between HOMO and LUMO is 10.4 eV. As for the SMILES: C[C@H]1NCC1=O.


Version x
Here is a 2-piece molecular cluster, C4H7NO overall from the Open Molecules 2025 dataset. Energies are from wB97M-V/def2-TZVPD.

```
13
C4H7NO | the Open Molecules 2025 dataset | wB97M-V/def2-TZVPD
C -0.695 -0.934 -2.250
C -0.234 -0.434 -0.919
O 0.509 -1.056 -0.142
C -0.689 0.705 -0.227
C 0.440 0.763 2.557
N 1.479 1.040 1.881
H -0.875 -0.109 -2.946
H -1.634 -1.481 -2.113
H 0.061 -1.616 -2.648
H -0.018 1.572 -0.244
H -0.083 -0.200 2.523
H 0.012 1.524 3.215
H 1.727 0.225 1.312
```

The calculation puts the HOMO energy at -0.353 Eh. Its gap between HOMO and LUMO is 8.7 eV.


The least stable of them is version x.


Version w
Here is a 2-piece molecular cluster, C4H7NO overall from the Open Molecules 2025 dataset. Energies are from wB97M-V/def2-TZVPD.

```
13
C4H7NO | the Open Molecules 2025 dataset | wB97M-V/def2-TZVPD
C -1.490 -1.719 -0.104
C -0.096 -1.338 -0.001
N 1.049 -1.224 0.106
H -2.121 -1.098 0.528
H -1.594 -2.757 0.218
H -1.897 -1.635 -1.111
C 1.392 1.179 0.465
C 0.282 1.361 -0.432
O -0.884 1.164 -0.118
H 1.191 1.051 1.525
H 2.421 0.986 0.154
H 1.139 2.438 0.236
H 0.607 1.593 -1.468
```

The calculation puts the HOMO energy at -0.353 Eh. Its gap between HOMO and LUMO is 10.6 eV. As for the SMILES: CC#N.CC=O.


Version x
Here is one molecule with the formula C4H7NO from the Open Molecules 2025 dataset. Energies are from wB97M-V/def2-TZVPD.

```
13
C4H7NO | the Open Molecules 2025 dataset | wB97M-V/def2-TZVPD
C -0.703 -1.670 -0.642
C 0.113 -0.651 0.087
O 1.272 -0.907 0.346
C -0.393 0.791 0.364
C 0.806 1.380 0.956
N 0.264 1.611 -0.614
H -0.105 -2.583 -0.694
H -0.922 -1.324 -1.658
H -1.646 -1.849 -0.124
H -1.431 0.968 0.633
H 1.321 0.701 1.656
H 1.056 2.395 1.154
H 0.303 1.111 -1.519
```

The calculation puts the HOMO energy at -0.338 Eh. Its gap between HOMO and LUMO is 10.2 eV. As for the SMILES: CC(=O)[C@H]1CN1.


The least stable of them is version x.


Version w
Here is a 2-piece molecular cluster, C4H7NO overall from the Open Molecules 2025 dataset. Energies are from wB97M-V/def2-TZVPD.

```
13
C4H7NO | the Open Molecules 2025 dataset | wB97M-V/def2-TZVPD
H 0.241 0.683 -1.736
N -0.557 1.107 -1.250
C -0.255 1.300 -0.027
C 1.003 0.917 0.654
C 1.696 -0.174 0.330
H -1.015 1.787 0.595
H 1.329 1.549 1.480
H 2.611 -0.437 0.854
H 1.353 -0.869 -0.436
C -1.606 -1.465 -0.120
O -0.745 -2.191 0.312
H -2.259 -0.864 0.545
H -1.795 -1.344 -1.203
```

The calculation puts the HOMO energy at -0.371 Eh. Its gap between HOMO and LUMO is 10.6 eV. As for the SMILES: [H]/N=C\C=C.C=O.


Version x
Here is C4H7NO as an isolated structure from the Open Molecules 2025 dataset. Energies are from wB97M-V/def2-TZVPD.

```
13
C4H7NO | the Open Molecules 2025 dataset | wB97M-V/def2-TZVPD
C -1.064 -0.488 1.187
C -0.408 -0.724 -0.152
N -0.767 0.176 -1.197
C 0.906 -0.103 -0.476
C 1.247 1.353 -0.192
O 2.035 1.930 -1.268
H -1.132 0.576 1.435
H -0.508 -1.009 1.975
H -2.095 -0.854 1.164
H -0.374 -1.780 -0.451
H -0.591 -0.208 -2.127
H 1.797 -0.789 -0.624
H 1.084 1.868 0.832
```

The calculation puts the HOMO energy at -0.355 Eh. Its gap between HOMO and LUMO is 9.3 eV.


The least stable of them is version x.


Version w
Here is a 2-piece molecular cluster, C3H7PS2 overall from the Open Molecules 2025 dataset. Energies are from wB97M-V/def2-TZVPD.

```
13
C3H7PS2 | the Open Molecules 2025 dataset | wB97M-V/def2-TZVPD
C 2.137 0.070 -0.926
C 1.625 0.773 0.336
C -2.660 -0.966 -0.003
P 0.412 -1.965 0.512
S 0.863 -1.150 -1.402
S 1.132 -0.380 1.675
H 2.262 0.776 -1.695
H 3.028 -0.439 -0.688
H 2.576 1.414 0.642
H 0.688 1.306 0.055
H -2.212 -1.150 -1.024
H -2.303 -0.101 0.577
H -3.118 -1.780 0.563
```

The calculation puts the HOMO energy (alpha / beta) at -0.263 / -0.313 Eh. Its gap between HOMO and LUMO (alpha / beta) is 7.5 / 8.0 eV.


Version x
Here is C3H7PS2 as an isolated structure from the Open Molecules 2025 dataset. Energies are from wB97M-V/def2-TZVPD.

```
13
C3H7PS2 | the Open Molecules 2025 dataset | wB97M-V/def2-TZVPD
C 1.612 1.619 -0.806
C 0.279 1.264 -0.263
C -0.799 -2.164 1.086
P -0.688 -0.084 -1.092
S 1.694 0.641 0.692
S -1.828 -0.763 0.523
H 1.958 1.106 -1.697
H 1.959 2.640 -0.716
H -0.294 2.031 0.252
H -1.466 -2.858 1.584
H -0.046 -1.804 1.781
H -0.326 -2.641 0.233
H -2.055 1.014 -1.577
```

The calculation puts the HOMO energy at -0.322 Eh. Its gap between HOMO and LUMO is 9.2 eV.


Version y
Here is one molecule with the formula C3H7PS2 from the Open Molecules 2025 dataset. Energies are from wB97M-V/def2-TZVPD.

```
13
C3H7PS2 | the Open Molecules 2025 dataset | wB97M-V/def2-TZVPD
C -2.792 -0.441 -0.159
S -1.073 -1.057 -0.395
P -0.242 0.010 1.203
C 0.834 1.049 0.154
C 2.180 0.783 -0.241
S 3.874 -0.576 -0.212
H -3.505 -0.966 -0.954
H -2.959 0.658 -0.527
H -3.176 -0.554 0.773
H 0.718 -0.870 1.709
H 0.454 2.014 0.038
H 2.441 1.555 -0.979
H 3.245 -1.604 -0.409
```

The calculation puts the HOMO energy at -0.328 Eh. Its gap between HOMO and LUMO is 8.9 eV. As for the SMILES: CSP/C=C\S.


The least stable of them is version y.


Version w
Here is an isolated ion of composition C5H7N2 and charge +1 from the Open Molecules 2025 dataset. Energies are from wB97M-V/def2-TZVPD.

```
14
C5H7N2 | the Open Molecules 2025 dataset | wB97M-V/def2-TZVPD
C 1.001 1.673 1.143
C 1.139 0.505 0.792
C -1.750 0.056 1.174
C 0.052 -0.319 -0.180
C -0.101 0.114 -1.621
N -1.017 -0.773 0.582
N 1.490 -0.689 0.347
H -2.654 -0.258 1.648
H -1.389 1.117 1.286
H 0.816 0.636 -1.894
H -0.826 0.802 -1.675
H -0.452 -0.798 -2.291
H 1.537 -1.469 1.099
H 2.154 -0.597 -0.411
```

The charge is +1. The calculation puts the HOMO energy at -0.553 Eh. Its gap between HOMO and LUMO is 9.6 eV.


Version x
Here is C5H7N2 as an isolated structure from the Open Molecules 2025 dataset. Energies are from wB97M-V/def2-TZVPD.

```
14
C5H7N2 | the Open Molecules 2025 dataset | wB97M-V/def2-TZVPD
C -0.414 0.207 3.272
C -0.026 0.541 2.188
C -0.711 1.173 -1.163
C -0.237 -0.267 -1.408
C 0.305 0.814 0.767
N -0.506 1.603 -0.007
N 0.296 -0.562 -0.013
H -0.921 -0.172 4.134
H -1.368 1.835 -1.817
H -0.981 -0.965 -1.840
H 0.568 -0.290 -2.191
H 1.666 1.067 0.594
H -0.261 -1.223 0.558
H 1.226 -0.847 0.103
```

The charge is +1. The calculation puts the HOMO energy (alpha / beta) at -0.550 / -0.550 Eh. Its gap between HOMO and LUMO (alpha / beta) is 1.3 / 1.3 eV.


Version y
Here is an isolated ion of composition C5H7N2 and charge +1 from the Open Molecules 2025 dataset. Energies are from wB97M-V/def2-TZVPD.

```
14
C5H7N2 | the Open Molecules 2025 dataset | wB97M-V/def2-TZVPD
C -1.397 0.462 1.077
C -0.420 0.443 0.149
N -0.031 -0.216 -1.090
C 0.871 -1.381 -0.829
C 1.150 -1.184 0.537
N 0.957 -0.511 1.459
C 0.399 1.155 -0.760
H -1.130 1.167 1.780
H -1.564 -0.574 1.445
H -2.255 0.848 0.588
H 1.737 -1.128 -1.572
H 0.335 -2.305 -1.058
H 0.000 1.871 -1.343
H 1.348 1.355 -0.383
```

The charge is +1. The calculation puts the HOMO energy at -0.583 Eh. Its gap between HOMO and LUMO is 9.4 eV. As for the SMILES: CC1=[N+](CC#N)C1.


The least stable of them is version w.


Version w
Here is an isolated ion of composition C5H7N2 and charge +1 from the Open Molecules 2025 dataset. Energies are from wB97M-V/def2-TZVPD.

```
14
C5H7N2 | the Open Molecules 2025 dataset | wB97M-V/def2-TZVPD
C 0.011 1.853 0.000
C 1.122 1.179 -0.009
C -1.370 -0.087 0.128
C -2.673 -0.144 -0.028
C 2.124 -1.050 0.051
N -0.176 -0.823 -0.005
N 1.060 -0.269 0.000
H -0.784 2.575 0.047
H 2.098 1.777 -0.024
H -3.253 -0.919 -0.332
H -3.285 0.752 0.188
H 2.004 -2.073 0.073
H 3.220 -0.887 0.075
H -0.099 -1.885 -0.164
```

The charge is +1. The calculation puts the HOMO energy (alpha / beta) at -0.482 / -0.482 Eh. Its gap between HOMO and LUMO (alpha / beta) is 7.8 / 7.8 eV.


Version x
Here is an isolated ion of composition C5H7N2 and charge +1 from the Open Molecules 2025 dataset. Energies are from wB97M-V/def2-TZVPD.

```
14
C5H7N2 | the Open Molecules 2025 dataset | wB97M-V/def2-TZVPD
C 1.533 -1.546 -2.769
C 1.392 -0.977 -1.709
C -1.094 2.039 -0.543
C 0.129 -0.103 0.033
C -0.355 -1.335 0.552
N -0.506 1.065 -0.026
N 1.474 -0.098 -0.483
H -1.469 2.984 0.026
H -1.114 2.031 -1.702
H 0.088 -2.150 -0.019
H -1.455 -1.382 0.465
H 0.057 -1.593 1.565
H 1.919 0.720 -0.557
H 2.064 -0.534 0.215
```

The charge is +1. The calculation puts the HOMO energy at -0.470 Eh. Its gap between HOMO and LUMO is 6.4 eV.


Version y
Here is an isolated ion of composition C5H7N2 and charge +1 from the Open Molecules 2025 dataset. Energies are from wB97M-V/def2-TZVPD.

```
14
C5H7N2 | the Open Molecules 2025 dataset | wB97M-V/def2-TZVPD
C 2.419 0.492 -0.020
C 1.148 0.078 0.122
C 0.652 -1.229 0.081
C -0.719 -1.131 0.040
N -1.104 0.194 0.102
C -2.393 0.425 -0.029
N 0.057 0.969 0.226
H 2.710 1.477 -0.040
H 3.147 -0.193 -0.326
H 1.265 -2.237 0.286
H -1.589 -1.825 -0.089
H -2.636 1.518 -0.042
H -3.052 -0.452 -0.088
H 0.094 1.914 -0.222
```

The charge is +1. The calculation puts the HOMO energy (alpha / beta) at -0.477 / -0.477 Eh. Its gap between HOMO and LUMO (alpha / beta) is 7.5 / 7.5 eV. As for the SMILES: C=c1cc[n+](=C)[nH]1.


Version z
Here is an isolated ion of composition C5H7N2 and charge +1 from the Open Molecules 2025 dataset. Energies are from wB97M-V/def2-TZVPD.

```
14
C5H7N2 | the Open Molecules 2025 dataset | wB97M-V/def2-TZVPD
C -1.369 1.213 -0.228
C -2.177 -0.845 0.271
C -0.025 1.005 -0.039
C 1.247 0.946 0.137
C 2.286 -0.152 -0.198
N -2.334 0.421 -0.057
N -1.193 -1.534 -0.136
H -1.480 2.150 -0.605
H -3.042 -1.156 0.836
H 1.808 1.766 0.830
H 1.993 -0.990 0.252
H 3.227 0.084 0.133
H 2.161 -0.331 -1.271
H -1.101 -2.578 0.075
```

The charge is +1. The calculation puts the HOMO energy at -0.560 Eh. Its gap between HOMO and LUMO is 7.9 eV.


The least stable of them is version x.


Version w
Here is C5H7N2 as an isolated structure from the Open Molecules 2025 dataset. Energies are from wB97M-V/def2-TZVPD.

```
14
C5H7N2 | the Open Molecules 2025 dataset | wB97M-V/def2-TZVPD
C 1.853 1.155 1.782
C 1.158 0.190 0.139
C 0.283 -0.008 1.458
C -0.951 -0.748 1.260
C 0.670 0.943 -1.085
N 2.244 1.195 0.662
N 0.843 0.603 2.432
H 1.895 -0.667 -0.099
H -1.363 -0.919 2.211
H -0.697 -1.732 0.939
H -1.558 0.018 0.695
H 1.605 1.378 -1.615
H -0.112 1.769 -1.046
H 0.316 0.171 -1.899
```

The charge is +1. The calculation puts the HOMO energy at -0.611 Eh. Its gap between HOMO and LUMO is 9.5 eV.


Version x
Here is an isolated ion of composition C5H7N2 and charge +1 from the Open Molecules 2025 dataset. Energies are from wB97M-V/def2-TZVPD.

```
14
C5H7N2 | the Open Molecules 2025 dataset | wB97M-V/def2-TZVPD
C -0.285 1.651 -1.821
N -0.411 0.893 -0.608
C -1.270 1.088 0.417
C -1.059 0.183 1.347
N -0.056 -0.637 0.960
C 0.491 -1.763 1.664
C 0.331 -0.182 -0.248
H 0.040 2.670 -1.600
H 0.448 1.174 -2.470
H -1.245 1.699 -2.337
H -0.260 -2.549 1.765
H 0.814 -1.463 2.662
H 1.346 -2.153 1.112
H 1.117 -0.611 -0.844
```

The charge is +1. The calculation puts the HOMO energy (alpha / beta) at -0.555 / -0.555 Eh. Its gap between HOMO and LUMO (alpha / beta) is 7.5 / 7.5 eV. As for the SMILES: Cn1c#c[n+](C)c1.


Version y
Here is an isolated ion of composition C5H7N2 and charge +1 from the Open Molecules 2025 dataset. Energies are from wB97M-V/def2-TZVPD.

```
14
C5H7N2 | the Open Molecules 2025 dataset | wB97M-V/def2-TZVPD
C -0.612 0.723 -0.300
C 2.111 -1.004 0.062
C -0.802 0.556 -2.724
C 0.171 0.422 0.889
C -0.650 -0.320 1.951
N 1.314 -0.350 0.578
N -0.575 0.552 -1.489
H 2.873 -1.594 -0.386
H -0.424 1.358 -3.332
H -1.372 -0.238 -3.177
H 0.537 1.373 1.302
H -1.006 -1.268 1.562
H -1.510 0.286 2.220
H -0.055 -0.497 2.843
```

The charge is +1. The calculation puts the HOMO energy (alpha / beta) at -0.446 / -0.446 Eh. Its gap between HOMO and LUMO (alpha / beta) is 7.5 / 7.5 eV.


The least stable of them is version x.